{
  "formula": "C7H6Cl2OS",
  "method": "the ωB97M-V functional and the def2-TZVPD basis",
  "symbols": ["C", "C", "C", "C", "C", "C", "C", "O", "S", "Cl", "Cl", "H", "H", "H", "H", "H", "H"],
  "positions_angstrom": [[-1.745688, -0.246414, 0.595667], [-0.984583, -1.033880, -0.272936], [-1.172826, 0.822564, 1.190401], [0.331760, -0.814340, -0.657919], [0.188800, 1.151297, 0.830091], [0.864870, 0.324467, 0.010080], [3.115565, 0.491022, -0.826142], [3.371761, -1.981568, -0.901611], [4.082119, -0.912977, -0.226171], [3.893325, 2.101205, -0.592852], [3.432032, -0.933189, 1.804420], [-2.719837, -0.514161, 0.652967], [-1.558008, -1.983694, -0.576805], [-1.736591, 1.466448, 1.771204], [0.528170, -1.471963, -1.477668], [0.644306, 2.067680, 1.278233], [2.722144, 0.221940, -1.803728]],
  "forces_ev_per_a": [[2.9, -0.2, -0.9], [-1.5, -2.1, 0.0], [2.3, 0.2, -1.6], [-2.0, 1.4, 1.5], [-0.5, 1.1, 1.6], [2.7, -1.8, -2.9], [-2.4, 1.1, 1.9], [0.1, -0.8, -0.2], [-0.9, 0.7, 0.4], [-0.8, -1.5, -0.3], [0.3, 0.2, -0.4], [-2.9, -0.5, 0.8], [1.2, 1.5, -0.2], [-0.8, 1.3, 1.3], [1.8, 0.1, -0.1], [-0.3, -1.0, -0.5], [0.5, 0.4, -0.2]],
  "nbo_charge": [-0.23, -0.17, -0.17, -0.32, -0.34, 0.21, -0.49, -0.90, 1.31, -0.01, -0.28, 0.21, 0.21, 0.22, 0.26, 0.25, 0.24],
  "charge": 0,
  "multiplicity": 1,
  "relative_energy_kj_mol": 397.8,
  "mol_weight_g_mol": 209.1,
  "homo_lumo_gap_ev": [8.1140, 8.1216],
  "lumo_energy_ev": [-1.05, -1.05]
}


{
  "formula": "C7H6CuN2O4S",
  "method": "the ωB97M-V functional and the def2-TZVPD basis",
  "symbols": ["Cu", "O", "C", "C", "O", "C", "O", "C", "O", "S", "C", "N", "C", "C", "N", "H", "H", "H", "H", "H", "H"],
  "positions_angstrom": [[0.074248, -0.607709, -2.190804], [-0.438920, 2.308134, -2.147736], [-0.235627, 1.152252, -2.140355], [1.789139, -1.238757, -2.149469], [2.877555, -1.641890, -2.154492], [-1.321992, -1.787089, -2.148086], [-2.206669, -2.537851, -2.151384], [0.075647, -0.619130, -3.964367], [0.076012, -0.621528, -5.114532], [0.263002, -1.692962, -0.030458], [0.064739, -0.352267, 1.016918], [-1.098946, -0.004153, 1.566803], [-0.902501, 0.957306, 2.644147], [0.609458, 1.169379, 2.655733], [1.080274, 0.302533, 1.583377], [-2.018232, -0.407563, 1.333877], [-1.251648, 0.530161, 3.582329], [-1.446502, 1.872320, 2.411070], [1.048673, 0.851451, 3.600061], [0.884369, 2.199978, 2.431509], [2.077931, 0.167382, 1.365869]],
  "forces_ev_per_a": [[0.1, -0.7, 1.7], [1.1, -6.4, -0.1], [-1.7, 9.6, 1.2], [7.6, -2.4, 0.2], [-4.8, 1.7, 0.0], [-6.3, -4.8, 0.2], [3.9, 3.2, 0.0], [0.0, 0.0, -9.2], [0.0, 0.0, 4.3], [0.1, -0.7, 0.8], [0.0, 0.5, 1.5], [0.0, -0.6, -0.9], [-0.5, 0.4, 0.3], [0.4, 0.5, 0.3], [0.1, -0.6, -0.9], [1.0, 0.2, 0.1], [-0.1, 0.1, 0.0], [0.0, 0.0, 0.2], [0.1, 0.2, 0.0], [0.0, 0.0, 0.2], [-0.9, -0.1, 0.1]],
  "mulliken_spin": [0.21, -0.01, 0.02, 0.07, -0.02, 0.07, -0.02, 0.11, -0.01, 0.50, -0.01, 0.04, 0.00, 0.00, 0.04, 0.00, 0.00, 0.00, 0.00, 0.00, 0.00],
  "charge": 2,
  "multiplicity": 2,
  "mol_weight_g_mol": 277.7,
  "homo_lumo_gap_ev": [9.1686, 6.6154],
  "s2": 0.76,
  "lumo_energy_ev": [-8.30, -10.68]
}


{
  "formula": "C7H6F3N3O2",
  "method": "the ωB97M-V functional and the def2-TZVPD basis",
  "symbols": ["C", "C", "C", "C", "C", "C", "C", "N", "N", "N", "O", "O", "F", "F", "F", "H", "H", "H", "H", "H", "H"],
  "positions_angstrom": [[-0.235629, -0.493383, 0.483333], [-0.480806, 0.936768, 0.084259], [-0.362859, -1.641928, -0.227696], [-0.174950, -0.994238, -2.621676], [-2.509941, 0.569269, -1.370994], [1.031982, 1.766681, 0.333886], [1.835160, 1.383363, 1.605011], [-0.448030, -1.634769, -1.624246], [-1.502057, 1.086062, -1.022499], [-0.110434, -2.900056, 0.329481], [-0.202784, -0.627793, -3.714177], [-3.468537, 0.088938, -1.736110], [0.953572, 3.146533, 0.348420], [2.414296, 0.224211, 1.405713], [1.097230, 1.291623, 2.701978], [-0.095251, -0.551864, 1.563239], [-1.080055, 1.368163, 0.905341], [1.639910, 1.428484, -0.438787], [2.519790, 2.191776, 1.896370], [-0.501611, -2.891241, 1.218041], [-0.318996, -3.746600, -0.118887]],
  "forces_ev_per_a": [[-0.7, -0.6, 0.1], [-0.8, 0.7, 1.8], [1.7, 1.1, -0.7], [-1.7, -1.7, 1.3], [2.6, 0.8, 1.4], [-2.4, -0.4, -0.1], [-0.9, 1.8, -0.6], [0.5, 0.1, 0.0], [3.7, 1.4, 0.6], [0.3, 1.7, -0.2], [0.9, 1.0, -0.9], [-3.5, -1.5, -1.4], [-0.5, -0.5, -0.2], [1.2, -1.5, -0.2], [-1.7, -0.5, 1.5], [0.1, -0.4, -0.3], [0.5, -0.1, 0.0], [1.2, -0.1, -1.8], [0.5, -0.2, -1.0], [-0.4, -0.4, 2.0], [-0.4, -0.7, -1.3]],
  "nbo_charge": [-0.37, -0.06, 0.36, 0.89, 0.86, 0.18, 0.53, -0.58, -0.57, -0.79, -0.47, -0.50, -0.34, -0.32, -0.34, 0.23, 0.22, 0.17, 0.15, 0.37, 0.39],
  "charge": 0,
  "multiplicity": 1,
  "relative_energy_kj_mol": 167.6,
  "mol_weight_g_mol": 221.1,
  "homo_lumo_gap_ev": 9.0337,
  "smiles": "N/C(=C/[C@H](N=C=O)[C@@H](F)C(F)F)N=C=O",
  "lumo_energy_ev": 0.39
}


{
  "formula": "C7H6F3NO2",
  "method": "the ωB97M-V functional and the def2-TZVPD basis",
  "symbols": ["C", "C", "C", "C", "C", "C", "C", "N", "O", "O", "F", "F", "F", "H", "H", "H", "H", "H", "H"],
  "positions_angstrom": [[1.217310, 0.010486, 0.004843], [0.500009, -0.255409, 1.198156], [0.574090, 0.157887, -1.199698], [-0.864375, -0.493690, 1.196166], [-0.918509, 0.234566, -1.268143], [-1.613843, -0.463696, -0.133235], [-1.702029, -2.265545, -0.572284], [-3.032842, -0.030154, -0.066550], [-3.613739, -0.026527, 1.007039], [-3.485934, 0.308306, -1.118644], [-2.938051, -2.776056, -0.514632], [-1.231126, -2.300069, -1.817670], [-0.971273, -3.048593, 0.176706], [2.318287, 0.010900, -0.025431], [0.866966, -0.309206, 2.135579], [1.156605, 0.247274, -2.100533], [-1.310955, -0.702237, 2.164328], [-1.293773, 1.203197, -1.141884], [-1.376273, -0.100502, -2.137881]],
  "forces_ev_per_a": [[0.6, 0.1, -3.0], [-4.9, -0.4, -1.7], [0.7, -0.2, 2.0], [1.9, 1.2, -0.8], [0.6, -0.8, 1.7], [1.1, -4.4, 1.5], [-0.6, 2.7, 0.1], [0.2, -0.2, 1.5], [0.4, -0.2, -0.6], [-1.1, 0.4, -1.0], [-0.1, 0.5, -0.4], [-0.3, -0.6, -0.2], [0.8, 0.1, 0.6], [-0.6, 0.0, 0.3], [2.0, -0.1, 2.7], [0.0, 0.2, -0.2], [-0.5, -0.1, -0.5], [0.0, 2.2, -0.1], [-0.3, -0.6, -1.8]],
  "nbo_charge": [-0.24, -0.20, -0.13, -0.21, -0.50, 0.03, 0.98, 0.52, -0.36, -0.36, -0.32, -0.32, -0.30, 0.22, 0.22, 0.22, 0.24, 0.24, 0.26],
  "charge": 0,
  "multiplicity": 1,
  "relative_energy_kj_mol": 211.3,
  "mol_weight_g_mol": 193.1,
  "homo_lumo_gap_ev": 8.7748,
  "smiles": "O=[N+]([O-])[C@]1(C(F)(F)F)C=CC=CC1",
  "lumo_energy_ev": -0.22
}


{
  "formula": "C7H6F3O6P",
  "method": "the ωB97M-V functional and the def2-TZVPD basis",
  "symbols": ["O", "C", "O", "C", "O", "C", "P", "O", "O", "C", "C", "C", "O", "C", "F", "F", "F", "H", "H", "H", "H", "H", "H"],
  "positions_angstrom": [[-0.705874, 2.786633, -1.130660], [-0.982678, 2.057352, -0.015109], [-1.951365, 2.370734, 1.078992], [-1.812594, 1.367749, 2.184262], [-2.476150, 1.432583, 3.371513], [-0.692099, 0.213609, 1.725625], [-0.096944, -1.322651, 2.697611], [-0.252504, -0.888097, 4.400316], [-1.003235, -2.759315, 2.312346], [-0.200809, 0.636826, 0.372706], [0.929447, -0.122048, -0.588653], [0.342493, -0.261232, -2.116450], [-0.052927, -1.626669, -2.497241], [1.436506, 0.354779, -3.217784], [2.513872, -0.608479, -3.552695], [1.984987, 1.687753, -2.786640], [0.607333, 0.663117, -4.442508], [-0.096172, 0.115053, 4.391857], [-0.575534, -3.487858, 2.886587], [1.939715, 0.504122, -0.517297], [1.201210, -1.205657, -0.185263], [-0.631768, 0.414054, -2.259333], [0.575093, -2.322357, -2.112182]],
  "forces_ev_per_a": [[-2.5, -5.0, 8.3], [2.0, 1.9, -3.9], [2.3, -2.2, -0.3], [-1.9, -0.4, 4.6], [4.7, -0.1, -8.9], [-1.4, 3.0, -3.9], [1.8, -0.7, 0.8], [-0.4, 1.3, -3.0], [0.8, 1.2, 2.1], [-1.4, -0.9, 3.5], [-0.3, 0.4, 0.6], [0.1, 0.5, -0.3], [1.8, 1.0, 1.4], [-0.8, 0.9, -1.3], [-3.3, 3.6, 1.0], [-1.4, -4.7, -1.5], [3.2, -1.1, 3.6], [-0.5, -1.9, 0.3], [-0.9, 1.6, -1.3], [-2.4, -1.2, -0.4], [-0.9, 2.4, -0.6], [2.4, -1.5, 0.2], [-1.0, 1.7, -0.8]],
  "nbo_charge": [-0.50, 0.75, -0.51, 0.76, -0.51, -0.47, 1.30, -0.95, -0.96, 0.01, -0.49, 0.03, -0.69, 0.97, -0.34, -0.34, -0.35, 0.50, 0.51, 0.28, 0.26, 0.26, 0.48],
  "charge": 0,
  "multiplicity": 1,
  "relative_energy_kj_mol": 804.9,
  "mol_weight_g_mol": 274.1,
  "homo_lumo_gap_ev": 6.9345,
  "smiles": "O=C1OC(=O)C(P(O)O)=C1C[C@H](O)C(F)(F)F",
  "lumo_energy_ev": -2.48
}


Number 1: E -45279.119 eV. Number 2: E -73981.527 eV. Number 3: E -24071.633 eV. Number 4: E -21089.229 eV. Number 5: E -37075.448 eV.